Entry 1:
The ion C2H3N2O with charge +1 at a distorted geometry. Source: OMol25; level of theory: ωB97M-V with the def2-TZVPD basis set.

Each line ends with the Mulliken charge.
Atoms and positions in Å:
O  1.4839  1.3022  0.0703  -0.39
N  0.2213  -0.5280  -0.0546  -0.13
N  -0.8582  0.2828  -0.0034  0.14
C  1.4344  0.1181  -0.0091  0.14
C  -1.5704  1.2002  0.0557  0.08
H  -2.3986  1.8363  -0.0531  0.50
H  2.3784  -0.5720  -0.0338  0.34
H  -0.1707  -1.4633  -0.3038  0.31

Atoms 1-6, force components in eV/Å:
O -0.1 0.1 0.1
N -4.5 -1.1 -0.2
N -0.5 2.4 0.2
C 3.6 -0.2 -0.1
C 2.3 -3.7 -0.3
H -0.7 1.0 0.1

Output
total charge	+1
SMILES	C#[N+]NC=O
molar mass	71.06	g mol⁻¹
Kohn-Sham gap	10.4	eV
E_tot	-262.374792	hartree
ΔE to the lowest compared entry with this formula, charge and spin	2.801	eV

---

Entry 2:
The ion C2H3N2O2 with charge -1 at a distorted geometry. Source: OMol25; level of theory: ωB97M-V with the def2-TZVPD basis set.

Each line ends with the Mulliken spin population.
Atoms and positions in Å:
O  -3.7102  0.3164  -1.5821  0.34
O  -1.8751  0.5713  -0.2365  0.04
N  -2.5640  -0.0846  -1.3411  0.60
N  0.2441  0.9789  -2.1060  0.86
C  0.4662  0.6281  -0.9666  -0.02
C  -0.5384  0.0153  -0.0510  0.18
H  -0.6927  -1.0734  -0.0542  -0.04
H  -0.3756  0.3163  0.9104  -0.01
H  1.3849  0.8121  -0.3723  0.06

Atoms 1-6, force components in eV/Å:
O -0.5 1.1 0.9
O 1.2 1.3 1.9
N 1.0 -2.8 -2.4
N 0.4 0.6 -1.8
C 0.3 -0.8 2.0
C -4.5 -0.3 -1.9

Output
total charge	-1
molar mass	87.06	g mol⁻¹
Kohn-Sham gap (alpha / beta)	4.7 / 6.0	eV
E_tot	-337.819376	hartree
ΔE to the lowest compared entry with this formula, charge and spin	3.030	eV
2S+1	3

---

Entry 3:
The ion C2H3N2O2 with charge +1 at a distorted geometry. Source: OMol25; level of theory: ωB97M-V with the def2-TZVPD basis set.

Each line ends with the Mulliken charge.
Atoms and positions in Å:
O  1.3139  0.4336  2.5491  -0.21
O  -2.1188  1.4879  2.0584  -0.29
N  0.3768  0.1687  1.9084  0.26
N  -1.3646  1.0619  1.2890  0.53
C  -0.8342  0.6631  0.2190  -0.05
C  0.4141  -0.2387  0.3696  -0.34
H  -1.2237  1.0770  -0.6911  0.46
H  1.3077  0.0473  -0.1235  0.34
H  0.1400  -1.3495  0.2598  0.30

Atoms 1-6, force components in eV/Å:
O -0.9 -0.6 -1.1
O 0.6 -0.2 -1.1
N 1.3 -0.1 0.7
N -0.5 -0.1 1.4
C 1.0 -0.6 -0.8
C -2.4 -0.5 1.7

Output
total charge	+1
SMILES	O=NCC=[N+]=O
molar mass	87.06	g mol⁻¹
Kohn-Sham gap (alpha / beta)	8.2 / 8.2	eV
E_tot	-337.477543	hartree
ΔE to the lowest compared entry with this formula, charge and spin	7.093	eV